No. 1
# C35H48ClFN4O6S2

A cluster of 2 separate species, C35H48ClFN4O6S2 in total (wB97M-V/def2-TZVPD, the OMol25 dataset).

- frontier orbital gap (eV) = 9.26
- spin multiplicity = 1
- DFT total energy (eV) = -92226.902
- structure (SMILES) = [H]/N=C(/C)C[C@]1(OC[C@H](C)C(C)C)[C@@H](CC(=O)Cl)[C@@](CCSc2nnco2)([C@H](F)CC)[C@@H](Cc2ccc(C)cc2)OS1(=O)=O.c1ccncc1
- LUMO level (eV) = 0.145

The geometry in XYZ format:
```
97
C35H48ClFN4O6S2, DFT wB97M-V/def2-TZVPD
C -3.52604 -2.70188 8.34486
H -0.96133 -5.47041 8.71020
N -1.54584 0.41779 6.17842
H 4.81571 -3.60778 -0.78593
H 1.63549 -0.96017 0.09137
O 0.86720 1.99436 -4.69371
H 1.21120 5.98743 1.54587
H 5.62507 -4.71729 -4.18564
N 0.57623 -3.23391 0.42145
C 4.75658 -3.02167 -3.20913
C 3.51462 -2.78027 -2.33991
H 3.42263 -0.89346 -1.27900
C -1.70473 3.09776 -1.06184
H 0.89928 -2.66791 1.20872
C 1.74061 5.34215 0.85171
H -0.92749 2.59537 1.53760
H 5.56036 -4.92818 -2.43941
N -0.37448 0.91914 5.60323
H -1.81253 3.51004 -0.07124
H 4.08929 -5.06820 -3.46259
C 0.75527 2.14732 -0.75166
O -0.83660 1.48692 -2.51856
H -7.02337 0.10742 -2.32195
N -2.89451 -4.89651 9.07046
H -5.71660 1.00554 -0.07468
H -0.13650 4.35789 0.56638
S -0.57613 -0.07011 -2.71222
C -3.86892 1.95767 -0.52547
H -0.68164 0.84626 1.63868
H -1.15461 1.12603 -0.54471
H 1.72656 2.56931 1.14692
O -1.60994 -0.76310 -1.99971
C -5.65031 1.70591 -2.12575
O -0.42345 -0.39310 -4.08349
C 2.37330 1.73527 -2.82841
S 0.47510 2.02757 3.37412
C -4.87393 2.37931 -3.06905
C -2.25032 -2.47067 7.85372
H 3.17226 2.39398 -2.52569
H 0.03037 -4.29325 -1.67602
C 0.74080 -1.02781 -0.52546
H 3.80772 -3.10559 -5.15065
C -7.02871 1.18290 -2.46457
H 3.22440 -4.31677 -0.82524
O 1.82348 -1.01552 -2.67699
H -0.29369 -3.33771 7.61487
C 3.76651 -3.38307 -0.93279
H -7.73932 1.60627 -1.76210
F 2.61381 3.59500 -0.88294
C -0.70822 1.27195 4.39951
H -1.14465 -3.03878 -1.94440
H -1.39709 3.84381 -1.79183
H 4.37766 -1.45842 -4.70536
C 1.63747 2.42635 -3.94737
H 2.48947 0.95111 -0.92418
H 5.64902 -2.57645 -2.76823
H -0.04879 -0.58763 0.07183
C 0.42343 -2.52727 -0.62053
H 2.40212 5.94815 0.24702
H 3.81607 -0.78086 -2.96589
H -4.77947 -4.14189 9.34150
H 3.40912 -2.73255 -0.14243
C -3.79445 -3.92446 8.94228
C 3.16960 -1.29437 -2.25685
H -7.29842 1.42922 -3.48322
H -5.27232 2.55136 -4.05598
C 1.23486 3.58884 -0.99962
H 2.88967 0.92161 -3.33161
C -0.71705 1.92472 -1.13923
H 0.94810 3.86105 -2.01109
H -4.29984 -1.94937 8.26938
C -1.67396 -4.66098 8.59344
C 0.68756 4.68433 -0.05126
H 0.42853 -2.96300 -2.75664
H -1.99848 -1.52806 7.38001
H 5.50442 -2.68700 -5.17747
C 1.65500 1.15862 -1.58984
C -1.30205 -3.47320 7.98164
H -3.47762 0.19670 5.39052
H -3.00661 3.34960 -3.48997
C -0.08301 -3.22727 -1.84130
H 1.51062 0.89616 0.89932
C 4.57144 -2.52457 -4.64218
O -2.00270 1.03649 4.10653
H 0.29551 5.48301 -0.67483
C 1.01563 1.84818 0.75710
H -3.49405 1.80564 0.47780
C 5.02596 -4.54101 -3.29710
C -3.08553 2.61986 -1.47670
C -3.59383 2.82921 -2.74960
C -0.19780 1.81514 1.69383
C -2.45674 0.49899 5.26865
Cl 2.19009 4.14668 -4.22152
H 2.70874 -3.33278 -2.81322
C -5.14572 1.50447 -0.84186
H 2.29199 4.62786 1.45129
C 1.03342 -0.23946 -1.81236
```

No. 2
# C35H48HfN5O7S3Si

A structure of composition C35H48HfN5O7S3Si (wB97M-V/def2-TZVPD, the OMol25 dataset).

- frontier orbital gap (eV) = 6.67
- spin multiplicity = 1
- DFT total energy (eV) = -100550.443
- net charge = +1
- LUMO level (eV) = -3.649

The geometry in XYZ format:
```
100
C35H48HfN5O7S3Si, DFT wB97M-V/def2-TZVPD
C 3.55013 0.77751 -5.78844
C -0.32478 2.73341 -1.94697
H -0.91136 -1.59800 5.91335
C 3.06693 -0.92521 -2.88527
H 5.52732 1.13166 0.22717
H -2.13962 2.06233 4.01788
C 1.07297 -2.49188 1.93566
H -4.32049 -0.39284 1.94944
H -2.47412 -1.52600 5.08156
C 0.19837 -1.07667 -4.12379
C 1.69067 -0.77929 -6.02863
C -1.29941 0.28897 4.93585
H -5.27572 3.13391 -3.78101
C 1.16577 2.29409 2.13046
N 1.68100 1.55351 1.14756
H 1.36379 3.94417 3.47049
H 2.89224 -1.34889 1.77183
H -3.19676 0.64534 3.94714
C 1.33964 -0.59141 -4.62604
C 2.91286 1.85972 0.69148
H 3.11026 -3.09697 1.68469
H 4.30354 1.36539 -6.29589
Si -1.12436 -0.71282 2.32008
H -2.99445 1.51527 5.46660
H 1.80448 0.78591 -3.04228
O -1.08971 5.95672 -1.63276
H 1.06009 -1.41407 -6.63693
H 0.09167 1.91739 5.19069
N 3.62799 -1.92668 -3.59027
C -3.41282 4.09865 -3.34561
C 1.83349 3.37913 2.67851
C 0.41051 -3.71400 1.33040
H -2.24097 -0.67089 6.61356
C -0.83823 -1.89673 -4.82116
C -1.72530 2.62827 -2.42499
C -3.85377 1.74304 -2.98763
C 4.92600 1.05988 -0.67878
H 0.34814 -3.64658 0.24399
H 2.46563 -2.24346 0.28837
H 1.72830 -3.42150 3.73169
O 0.28705 1.68440 -1.44465
H -1.48560 -1.27051 -5.43842
Hf 0.39955 0.12566 -0.24808
H -1.46121 -2.39793 -4.08100
H -2.90256 -4.42198 2.40633
S -0.79354 5.00222 -2.65403
H 4.60195 3.17056 0.77204
H -3.70875 -3.61171 3.75968
C -2.14674 3.87389 -2.85313
C -1.76072 -0.95613 5.67649
N 0.26268 3.86677 -2.02679
H 0.09595 -2.76561 3.85388
C -4.27051 3.00364 -3.40310
C -3.68821 -3.71443 2.67432
O -0.31819 5.42725 -3.93174
H 0.18166 2.01126 2.47515
H 3.52735 -1.96507 -4.58943
H 1.01615 -4.59205 1.56151
S -1.65588 0.79587 0.96193
C -4.50242 -1.35971 2.42121
H -5.48938 -1.70768 2.11413
H -0.39472 -2.66028 -5.45847
H 2.97211 -0.28711 -7.62177
C -3.44213 -2.36972 2.01407
C 3.47944 0.95212 -0.33695
O -0.60719 -0.11123 3.72560
C 3.62849 2.93732 1.17486
O 0.28408 -1.27574 1.54213
H -2.60894 -3.24219 0.21789
O -0.14016 -0.70349 -2.83415
H -3.72470 5.08030 -3.67431
C -2.57069 1.53591 -2.49331
H 3.60833 4.57843 2.56253
H 4.13859 -2.64883 -3.11375
N 3.26584 -0.92947 -1.60941
H 5.24845 0.20657 -1.26481
H -4.32610 -2.84471 0.11251
H -4.51270 -1.23439 3.50472
H -0.58534 -3.86238 1.74109
H -2.24954 0.54809 -2.18883
C -3.36395 -2.50887 0.50192
H -4.64345 -4.12559 2.34772
H 3.95414 1.63122 -3.91140
H -0.71201 1.41082 6.68305
H -4.53830 0.90777 -3.05276
C 2.73990 -0.15111 -6.57437
H 0.57687 0.41370 5.99263
C 2.46327 -2.27422 1.37936
O -2.15768 -1.91702 2.52684
N 2.67862 0.08545 -0.84554
H 1.49227 -1.67212 3.89526
C -0.27161 1.05466 5.75169
C 2.33312 0.11748 -3.72013
H -3.11942 -1.55512 0.03287
S -0.17794 -1.90298 -1.60324
C 1.09226 -2.58161 3.44957
C 3.36078 0.92594 -4.48049
C 3.07278 3.72044 2.18006
H 5.09435 1.97137 -1.25839
C -2.47564 1.18152 4.56742
```